174
Properties=species:S:1:pos:R:3 method="wB97M-V/def2-TZVPD" homo_lumo_gap_ha=0.327 smiles=CC1(C)CCCC(C)(C)N1O.CC1(C)CCCC(C)(C)N1O.CC1(C)CCCC(C)(C)N1O.CC1(C)CCCC(C)(C)N1O.CCO.CCO.CCO.CCO.CCO.CCO e_above_lowest_kcal_mol=73.2 homo_energy_ev=-8.273 largest_force_ev_per_a=3.23
C -7.81 -9.05 -14.97
C -7.02 -9.85 -15.98
C -7.72 -9.68 -17.35
C -5.60 -9.32 -16.01
C -4.88 -9.69 -14.62
C -4.86 -11.22 -14.47
C -6.30 -11.86 -14.45
C -6.02 -13.33 -14.68
C -6.95 -11.58 -13.07
N -6.97 -11.34 -15.64
O -8.30 -11.80 -15.75
H -8.14 -8.11 -15.40
H -8.68 -9.60 -14.70
H -7.24 -8.83 -14.07
H -8.79 -9.66 -17.20
H -7.45 -8.71 -17.73
H -7.47 -10.57 -17.96
H -5.04 -9.63 -16.86
H -5.79 -8.22 -16.04
H -3.90 -9.18 -14.46
H -5.43 -9.27 -13.75
H -4.46 -11.50 -13.48
H -4.38 -11.70 -15.28
H -5.49 -13.40 -15.67
H -6.95 -13.96 -14.78
H -5.48 -13.72 -13.85
H -7.28 -10.56 -12.92
H -6.23 -11.87 -12.30
H -7.82 -12.25 -12.80
H -8.19 -12.39 -16.48
C -13.88 -15.59 -23.00
C -12.85 -16.09 -24.05
C -12.19 -17.45 -23.54
C -13.56 -16.42 -25.32
C -14.02 -15.11 -25.95
C -12.86 -14.19 -26.30
C -11.99 -13.94 -25.07
C -10.60 -13.45 -25.48
C -12.61 -12.93 -24.15
N -11.72 -15.21 -24.42
O -10.98 -14.98 -23.22
H -14.56 -14.77 -23.29
H -14.58 -16.41 -22.72
H -13.39 -15.35 -22.10
H -11.35 -17.73 -24.14
H -11.87 -17.56 -22.48
H -12.92 -18.33 -23.55
H -12.93 -16.95 -26.06
H -14.40 -17.12 -25.12
H -14.61 -15.35 -26.86
H -14.69 -14.66 -25.30
H -13.20 -13.34 -26.88
H -12.25 -14.74 -27.05
H -10.08 -14.23 -25.97
H -10.04 -13.12 -24.57
H -10.67 -12.57 -26.10
H -12.75 -11.96 -24.58
H -12.05 -12.82 -23.24
H -13.65 -13.19 -23.83
H -10.38 -15.72 -23.20
C -12.07 -15.57 -15.08
C -12.13 -14.12 -14.53
C -11.92 -13.21 -15.69
C -13.55 -13.92 -13.96
C -13.64 -12.85 -12.88
C -12.57 -13.16 -11.87
C -11.13 -13.17 -12.35
C -10.54 -11.74 -12.68
C -10.23 -13.82 -11.31
N -11.11 -14.18 -13.45
O -9.85 -14.27 -13.92
H -13.06 -15.73 -15.52
H -11.36 -15.87 -15.81
H -12.03 -16.27 -14.20
H -10.86 -13.22 -16.02
H -12.56 -13.50 -16.59
H -12.17 -12.19 -15.41
H -14.20 -13.70 -14.78
H -13.91 -14.86 -13.52
H -13.48 -11.82 -13.34
H -14.69 -12.80 -12.45
H -12.74 -14.12 -11.45
H -12.55 -12.52 -11.03
H -11.26 -10.83 -12.54
H -10.08 -11.56 -13.64
H -9.74 -11.55 -11.98
H -10.14 -13.22 -10.39
H -9.29 -13.94 -11.73
H -10.52 -14.80 -11.00
H -9.54 -13.46 -14.37
C -17.54 -11.65 -18.86
C -16.05 -11.34 -18.78
C -15.22 -12.52 -18.18
C -15.53 -11.09 -20.15
C -14.17 -10.47 -20.16
C -14.16 -9.21 -19.34
C -14.61 -9.41 -17.89
C -13.54 -10.15 -17.07
C -15.01 -8.04 -17.30
N -15.93 -10.12 -17.97
O -16.25 -10.47 -16.66
H -17.99 -11.72 -17.84
H -17.99 -10.84 -19.40
H -17.75 -12.58 -19.42
H -15.72 -13.53 -18.40
H -14.29 -12.62 -18.70
H -15.04 -12.46 -17.12
H -15.65 -12.01 -20.71
H -16.25 -10.39 -20.59
H -13.39 -11.15 -19.81
H -13.98 -10.29 -21.25
H -14.81 -8.52 -19.86
H -13.21 -8.64 -19.25
H -12.64 -9.60 -16.87
H -13.21 -11.13 -17.48
H -13.97 -10.48 -16.14
H -14.18 -7.34 -17.28
H -15.41 -8.29 -16.30
H -15.89 -7.54 -17.80
H -17.08 -10.02 -16.51
C -13.80 -15.47 -18.30
C -12.93 -16.64 -18.41
O -11.72 -16.28 -19.17
H -13.27 -14.52 -18.15
H -14.46 -15.55 -17.49
H -14.48 -15.38 -19.12
H -13.46 -17.51 -18.85
H -12.49 -16.91 -17.47
H -12.00 -15.58 -19.81
C -5.52 -12.28 -18.91
C -6.32 -13.55 -18.92
O -7.66 -13.30 -18.47
H -6.03 -11.49 -19.48
H -4.55 -12.56 -19.30
H -5.42 -11.93 -17.90
H -5.83 -14.30 -18.30
H -6.30 -14.07 -19.90
H -8.26 -14.05 -18.77
C -7.46 -11.73 -23.37
C -6.97 -11.57 -21.94
O -8.11 -11.73 -21.08
H -6.67 -11.52 -24.04
H -8.37 -11.13 -23.60
H -7.72 -12.82 -23.49
H -6.44 -10.66 -21.84
H -6.27 -12.35 -21.76
H -7.76 -11.82 -20.16
C -10.25 -7.57 -22.66
C -9.30 -8.36 -21.76
O -9.64 -9.72 -21.92
H -11.21 -8.00 -22.64
H -9.81 -7.66 -23.62
H -10.19 -6.48 -22.31
H -9.48 -8.01 -20.69
H -8.23 -8.19 -22.08
H -9.20 -10.35 -21.36
C -8.69 -16.10 -16.61
C -8.74 -16.54 -18.12
O -9.08 -15.60 -19.15
H -9.25 -16.74 -15.91
H -9.21 -15.13 -16.46
H -7.67 -15.93 -16.28
H -9.48 -17.38 -18.09
H -7.83 -17.01 -18.37
H -10.07 -15.70 -19.29
C -10.83 -12.56 -19.01
C -10.98 -12.99 -20.44
O -11.86 -14.13 -20.65
H -11.69 -12.47 -18.43
H -10.18 -11.64 -18.97
H -10.31 -13.30 -18.40
H -9.98 -13.17 -20.90
H -11.45 -12.20 -21.08
H -11.71 -14.62 -21.46